Record 1
Entry from the Open Molecules 2025 dataset: C48H44CdF6N2O6P2S2Si as an isolated structure in a non-equilibrium geometry (ωB97M-V/def2-TZVPD).

Values from the calculation:
* relative energy (zero: lowest compared OMol25 entry of this formula, charge and spin): 24.35 kcal per mole
* gap between HOMO and LUMO: 6.61 eV
* HOMO: -2.523 eV

Structure (ORCA input):
```
! wB97M-V def2-TZVPD RIJCOSX def2/J DEFGRID3
* xyz -2 1
Cd -0.175 -1.580 0.659
O 0.243 2.766 1.612
S -0.023 1.998 0.381
C 1.132 2.785 -0.821
C 1.243 4.149 -1.018
C 2.249 4.645 -1.828
C 3.134 3.772 -2.441
C 3.017 2.409 -2.239
C 2.014 1.895 -1.420
P 1.740 0.065 -1.060
C 2.144 -0.483 -2.754
C 1.530 0.212 -3.792
C 1.709 -0.171 -5.104
C 2.499 -1.268 -5.398
C 3.101 -1.977 -4.374
C 2.930 -1.590 -3.057
C 3.343 -0.138 -0.184
C 3.284 -0.207 1.204
C 4.436 -0.391 1.945
C 5.665 -0.491 1.314
C 5.734 -0.403 -0.066
C 4.582 -0.226 -0.809
C -1.477 2.838 -0.326
C -1.814 4.078 0.183
C -2.883 4.775 -0.350
C -3.605 4.208 -1.387
C -3.293 2.941 -1.852
C -2.226 2.220 -1.322
P -1.683 0.464 -1.710
C -1.653 0.616 -3.538
C -1.410 1.819 -4.196
C -1.381 1.862 -5.579
C -1.581 0.708 -6.317
C -1.778 -0.498 -5.667
C -1.811 -0.547 -4.288
C -3.346 -0.366 -1.651
C -4.357 -0.077 -2.565
C -5.575 -0.734 -2.512
C -5.800 -1.709 -1.556
C -4.788 -2.035 -0.671
C -3.579 -1.367 -0.715
H 0.545 4.816 -0.534
H 2.348 5.711 -1.984
H 3.924 4.158 -3.075
H 3.716 1.746 -2.727
H 0.902 1.059 -3.557
H 1.218 0.384 -5.892
H 2.633 -1.576 -6.426
H 3.701 -2.848 -4.599
H 3.390 -2.164 -2.268
H 2.323 -0.128 1.705
H 4.379 -0.465 3.019
H 6.568 -0.646 1.892
H 6.690 -0.483 -0.569
H 4.656 -0.183 -1.886
H -1.248 4.465 1.019
H -3.155 5.746 0.044
H -4.441 4.748 -1.815
H -3.895 2.521 -2.642
H -1.234 2.724 -3.628
H -1.203 2.803 -6.083
H -1.564 0.749 -7.398
H -1.904 -1.407 -6.236
H -1.917 -1.492 -3.776
H -4.189 0.643 -3.355
H -6.343 -0.490 -3.237
H -6.749 -2.228 -1.519
H -4.939 -2.829 0.047
H -2.790 -1.638 -0.032
O 1.816 -4.097 -1.707
C 1.230 -3.086 -1.351
O 1.616 -2.314 -0.390
C -0.027 -2.596 -2.130
O -0.192 -2.935 -3.296
O -0.803 -1.811 -1.477
N -2.197 1.820 3.500
C -1.584 0.542 3.215
N -2.277 -0.516 3.925
S -1.760 0.182 1.397
H -3.150 1.802 3.151
H -1.677 2.517 2.972
H -2.058 -0.459 4.915
H -1.902 -1.405 3.579
C -2.983 -3.856 2.612
C -1.433 -3.897 2.570
O -0.821 -2.726 2.664
C -0.987 -4.835 3.740
F -1.257 -4.290 4.940
F 0.318 -5.124 3.745
F -1.617 -6.038 3.768
C -1.025 -4.619 1.254
F -1.403 -5.918 1.193
F -1.611 -4.024 0.198
F 0.292 -4.591 1.050
H -3.306 -3.529 3.599
H -3.392 -4.839 2.386
H -3.316 -3.130 1.875
C 1.853 2.771 6.179
Si 2.051 0.943 5.629
C 1.517 -0.270 7.011
C 3.931 0.662 5.399
C 0.849 0.693 4.260
C -0.202 0.635 3.661
H 2.424 3.023 7.071
H 0.809 2.997 6.371
H 2.185 3.427 5.379
H 2.103 -0.160 7.919
H 1.632 -1.293 6.667
H 0.471 -0.133 7.264
H 4.475 0.930 6.303
H 4.333 1.266 4.591
H 4.158 -0.380 5.191
*
```

Record 2
Entry from the Open Molecules 2025 dataset: C6H20AgN5O4 as an isolated structure in a non-equilibrium geometry (ωB97M-V/def2-TZVPD).

Values from the calculation:
* relative energy (zero: lowest compared OMol25 entry of this formula, charge and spin): 0.00 kcal per mole
* gap between HOMO and LUMO: 6.99 eV
* HOMO: -6.562 eV

Structure (ORCA input):
```
! wB97M-V def2-TZVPD RIJCOSX def2/J DEFGRID3
* xyz 0 1
Ag 13.288 -31.894 40.328
O 13.582 -33.937 41.283
H 13.566 -34.334 40.402
C 15.838 -33.255 38.632
O 15.340 -32.329 39.256
N 16.415 -34.295 39.300
N 15.820 -33.320 37.263
H 16.950 -35.016 38.855
H 16.213 -34.364 40.285
H 16.196 -34.100 36.757
H 15.577 -32.511 36.724
C 12.010 -32.415 37.284
O 11.833 -32.810 38.428
N 12.624 -31.217 37.006
N 11.653 -33.176 36.184
H 12.974 -30.652 37.768
H 12.690 -30.935 36.046
H 11.075 -33.977 36.376
H 11.391 -32.681 35.346
C 10.017 -28.552 40.137
C 11.129 -29.486 39.699
C 12.466 -28.799 39.768
O 13.407 -29.567 39.049
C 14.758 -29.279 39.395
N 11.147 -30.711 40.494
H 9.050 -29.054 40.074
H 9.968 -27.615 39.588
H 10.155 -28.331 41.204
H 10.972 -29.736 38.643
H 12.785 -28.659 40.814
H 12.420 -27.769 39.373
H 15.387 -29.948 38.811
H 14.939 -29.515 40.448
H 15.002 -28.236 39.174
H 10.948 -31.547 39.950
H 10.462 -30.695 41.239
*
```

Record 3
Entry from the Open Molecules 2025 dataset: an isolated ion of composition C6H12N4S and charge +2 in a non-equilibrium geometry (ωB97M-V/def2-TZVPD).

Values from the calculation:
* relative energy (zero: lowest compared OMol25 entry of this formula, charge and spin): 112.98 kcal per mole
* gap between HOMO and LUMO (spin up / spin down): 7.74 / 7.74 eV
* HOMO (spin up / spin down): -16.798 / -16.796 eV

Structure (ORCA input):
```
! wB97M-V def2-TZVPD RIJCOSX def2/J DEFGRID3
* xyz 2 1
C -2.525 0.990 0.056
C -0.200 -0.762 -0.105
C -2.578 -1.536 0.031
C -1.129 1.458 0.480
C 1.401 1.013 -0.305
C 2.072 -1.263 -1.048
N -2.957 -0.183 -0.085
N 1.082 -0.423 -0.285
N -1.001 -1.734 -0.169
N 1.990 1.545 0.991
S 0.005 2.153 -0.604
H -3.325 1.819 -0.232
H -2.718 -1.753 1.096
H -2.961 -1.979 -0.847
H -1.138 1.321 1.606
H 2.261 1.352 -0.935
H 1.399 -2.139 -1.377
H 2.403 -0.602 -1.757
H 2.705 -1.544 -0.271
H -0.999 -2.718 -0.494
H 1.264 1.718 1.727
H 2.414 2.426 0.919
H 2.537 0.840 1.608
*
```